# 1
ORCA calculation (ωB97M-V/def2-TZVPD) on a molecular structure, C28H25ClCoN5O3S.

Properties
Energy in eV: -104016.8758
Charge: +1
<S²>: 0.7618
Relative energy (zero: lowest compared OMol25 entry of this formula, charge and spin) in kcal/mol: 21.6
Spin multiplicity: 2
HOMO level (spin up / spin down) in eV: -9.55 / -9.55

XYZ file:
```
64
Properties=species:S:1:pos:R:3:forces:R:3
Co -0.16895 0.02700 0.30258 0.0 0.0 0.0
C -1.78060 -1.39617 -3.36798 0.0 0.0 0.0
C -0.74911 -2.19046 -3.82531 0.0 0.0 0.0
C 0.40620 -2.30899 -3.05956 0.0 0.0 0.0
C 0.48393 -1.62048 -1.87000 0.0 0.0 0.1
N -0.52366 -0.82455 -1.43419 0.0 0.0 0.0
C -1.63773 -0.72337 -2.16054 0.0 0.0 0.0
C 1.63308 -1.68393 -0.93648 0.0 0.0 -0.1
C 2.83147 -2.35185 -1.10618 0.0 0.0 0.0
C 3.77736 -2.26554 -0.09036 0.0 0.0 0.0
C 3.52081 -1.53228 1.05880 0.0 0.0 0.0
C 2.29701 -0.89008 1.16799 0.0 0.0 0.1
N 1.40741 -0.98831 0.18049 -0.1 0.0 0.0
C 1.80262 -0.06409 2.29058 0.0 0.0 -0.1
C 2.52125 0.17023 3.43820 0.0 0.0 0.0
C 1.94208 0.94336 4.43863 0.0 0.0 0.0
C 0.67320 1.43656 4.24130 0.0 0.0 0.0
C 0.00359 1.17703 3.04656 -0.1 0.1 0.4
N 0.55666 0.44087 2.09059 0.1 0.0 -0.1
H -2.69579 -1.28220 -3.93052 0.0 0.0 0.0
H -0.83444 -2.72083 -4.76401 0.0 0.0 0.0
H 1.22490 -2.93397 -3.38601 0.0 0.0 0.0
H -2.41059 -0.07319 -1.76336 0.0 0.0 0.0
H 3.03457 -2.91928 -2.00225 0.0 0.0 0.0
H 4.72581 -2.77375 -0.19911 0.0 0.0 0.0
H 4.25877 -1.46208 1.84387 0.0 0.0 0.0
H 3.51703 -0.23084 3.55701 0.0 0.0 0.0
H 2.48649 1.14974 5.35028 0.0 0.0 0.0
H 0.17509 2.03359 4.99186 0.0 0.0 0.0
H -1.00962 1.56249 2.93355 0.1 -0.1 -0.5
C -5.75856 2.02834 0.32843 0.0 0.0 -0.1
N -5.01738 0.88594 0.82752 -0.1 0.0 0.1
C -5.15498 -0.40746 0.36121 0.0 -0.1 0.0
C -4.32074 -1.18925 1.07136 0.0 0.0 0.0
N -3.66628 -0.34841 1.95590 0.0 0.0 0.0
C -4.09462 0.93658 1.81694 0.1 0.0 0.0
S -3.57587 2.26565 2.69484 0.0 0.0 0.1
H -6.81836 1.78356 0.29243 0.0 0.0 0.0
H -5.39334 2.29805 -0.66169 0.0 0.0 0.0
H -5.59858 2.85483 1.01556 0.0 0.0 0.0
H -5.84301 -0.65366 -0.42734 0.0 0.0 0.0
H -4.15018 -2.24962 1.03867 0.0 0.0 0.0
H -3.04620 -0.61427 2.69908 0.0 0.0 0.0
C -0.49750 5.11369 2.94920 0.0 0.0 0.0
C 0.55547 4.39761 2.15532 0.0 0.0 0.0
C 1.82663 4.17670 2.65747 0.0 0.0 0.0
C 2.77554 3.48978 1.91395 0.0 0.0 0.0
Cl 4.35402 3.20141 2.59390 0.0 0.0 0.0
C 2.47806 3.03434 0.64500 0.0 0.0 0.0
C 1.20758 3.25110 0.12310 0.0 0.0 0.0
C 0.24889 3.91926 0.87377 0.0 0.0 0.0
O -1.01532 4.19360 0.46415 0.0 0.0 -0.1
C -1.54260 3.60694 -0.70681 -0.1 0.0 0.1
C -2.03784 2.17791 -0.49789 0.2 -0.1 -0.1
O -3.00821 1.77440 -1.11890 0.1 0.0 0.0
O -1.30182 1.48699 0.31101 0.0 0.1 0.1
H -0.11641 5.40226 3.92769 0.0 0.0 0.0
H -1.37771 4.48080 3.07560 0.0 0.0 0.0
H -0.83337 6.01101 2.42837 0.0 0.0 0.0
H 2.08238 4.54060 3.64497 0.0 0.0 0.0
H 3.23180 2.52467 0.05881 0.0 0.0 0.0
H 0.98592 2.88670 -0.87055 0.0 0.0 0.0
H -0.81205 3.59498 -1.52159 0.0 0.0 0.0
H -2.37707 4.22687 -1.02406 0.0 0.0 0.1
```
Positions in Å, forces in eV/Å.

=====

# 2
ORCA calculation (ωB97M-V/def2-TZVPD) on a molecular structure, C28H25FN8ORuS.

Properties
Energy in eV: -59547.4085
Charge: -1
<S²>: 0.7544
Relative energy (zero: lowest compared OMol25 entry of this formula, charge and spin) in kcal/mol: 0.0
Spin multiplicity: 2
HOMO level (spin up / spin down) in eV: -3.77 / -3.80

XYZ file:
```
65
Properties=species:S:1:pos:R:3:forces:R:3
Ru -0.65813 -0.22908 1.26329 -0.7 -0.7 0.3
C 1.88069 4.78687 -2.29728 0.0 0.0 0.0
C 1.72867 3.39925 -1.73438 0.0 0.0 0.0
C 1.15241 2.37604 -2.48065 0.0 0.0 0.0
C 0.93684 1.13431 -1.91823 0.0 0.0 0.0
C 1.29950 0.83042 -0.60199 0.1 0.1 0.0
N 0.96590 -0.41501 -0.05497 -0.1 0.0 0.1
C 1.33581 -1.50422 -0.77774 0.1 0.0 0.1
C 2.54362 -1.49796 -1.52212 0.0 0.0 0.0
C 3.00721 -2.58867 -2.22056 0.0 0.0 0.0
C 2.32036 -3.80262 -2.21493 0.0 0.0 0.0
C 2.85891 -5.02679 -2.90614 0.0 0.0 0.0
C 1.13973 -3.83988 -1.49598 0.0 0.0 0.0
C 0.62963 -2.72892 -0.82941 0.0 0.0 0.0
N -0.65128 -2.89519 -0.21682 0.2 0.0 0.0
C -1.61262 -3.75600 -0.59585 0.0 0.0 0.0
C -2.57624 -3.77344 0.38870 0.0 0.0 0.0
C -2.11675 -2.86332 1.34219 0.0 -0.1 0.0
N -0.95722 -2.33654 0.96538 -0.3 0.4 -0.1
C 1.92316 1.85176 0.12430 0.0 -0.1 0.0
C 2.10231 3.11341 -0.43225 0.0 0.0 0.0
N 2.42196 1.63481 1.43716 0.0 -0.1 -0.1
C 3.43749 2.30964 2.03269 0.0 0.0 0.0
C 3.56893 1.80310 3.30040 0.0 0.0 0.0
C 2.57452 0.80864 3.38150 0.1 0.0 0.0
N 1.90022 0.70965 2.25178 0.1 0.2 0.2
H 2.15097 4.75747 -3.35433 0.0 0.0 0.0
H 2.65216 5.34724 -1.76715 0.0 0.0 0.0
H 0.94736 5.34920 -2.21264 0.0 0.0 0.0
H 0.83343 2.56489 -3.50040 0.0 0.0 0.0
H 0.44853 0.35576 -2.49157 0.0 0.0 0.0
H 3.12217 -0.58332 -1.52305 0.0 0.0 0.0
H 3.94460 -2.50624 -2.76172 0.0 0.0 0.0
H 3.54620 -4.75069 -3.70731 0.0 0.0 0.0
H 2.05714 -5.62258 -3.34704 0.0 0.0 0.0
H 3.40593 -5.67581 -2.21621 0.0 0.0 0.0
H 0.58702 -4.77098 -1.44081 0.0 0.0 0.0
H -1.53845 -4.29210 -1.52492 0.0 0.0 0.0
H -3.48935 -4.34148 0.40062 0.0 0.0 0.0
H -2.57325 -2.53877 2.26312 0.0 0.0 0.0
H 2.51693 3.90373 0.18195 0.0 0.0 0.0
H 3.99480 3.06534 1.50819 0.0 0.0 0.0
H 4.27929 2.10182 4.05215 0.0 0.0 0.0
H 2.31735 0.16619 4.20786 0.0 0.0 0.0
N -2.10130 -1.08805 5.50318 0.0 0.0 0.0
C -1.82782 -0.70600 4.19824 -0.1 0.0 0.0
S -0.25426 -1.03922 3.59540 0.3 0.2 -0.4
N -2.81201 -0.16596 3.55103 0.0 -0.1 0.1
N -2.49336 0.17410 2.24339 0.3 0.1 0.0
C -3.35482 0.94707 1.69863 -0.2 -0.1 0.0
C -3.36949 1.39825 0.32418 0.1 0.0 0.0
C -4.28997 2.38918 -0.02570 0.0 0.0 0.0
C -4.42460 2.83151 -1.32705 0.0 0.0 0.0
C -3.63309 2.24632 -2.31473 0.0 0.0 0.0
C -2.72826 1.25378 -2.00024 0.0 0.0 0.0
C -2.55796 0.81287 -0.67498 -0.1 -0.1 0.1
O -1.71387 -0.15899 -0.43215 0.2 0.3 -0.3
H -1.28566 -1.14061 6.09044 0.0 0.0 0.0
H -2.88162 -0.59254 5.90687 0.0 0.0 0.0
H -4.18145 1.26637 2.33142 0.0 0.0 0.0
H -4.90880 2.81547 0.75720 0.0 0.0 0.0
H -5.13292 3.61143 -1.57477 0.0 0.0 0.0
H -3.72474 2.57473 -3.34417 0.0 0.0 0.0
H -2.11148 0.79594 -2.76286 0.0 0.0 0.0
F -0.57095 1.74442 1.30185 0.1 -0.1 0.0
```
Positions in Å, forces in eV/Å.

=====

# 3
ORCA calculation (ωB97M-V/def2-TZVPD) on a molecular structure, C28H25IrNO7P.

Properties
Energy in eV: -57395.0278
Charge: -1
<S²>: 0.7578
Relative energy (zero: lowest compared OMol25 entry of this formula, charge and spin) in kcal/mol: 0.0
Spin multiplicity: 2
HOMO level (spin up / spin down) in eV: -3.83 / -3.53

XYZ file:
```
63
Properties=species:S:1:pos:R:3:forces:R:3
Ir -0.12115 0.06711 0.08284 0.1 0.2 0.0
O 1.20512 0.16073 -3.75727 0.0 0.1 0.1
C 0.97737 0.17267 -2.55595 -0.2 -0.2 -0.2
O -0.18247 0.02474 -1.99719 -0.1 0.0 -0.1
C 2.14097 0.27135 -1.58401 0.0 0.0 -0.1
C 3.48319 0.34341 -1.89884 0.2 0.0 0.1
C 4.40902 0.32232 -0.85678 -0.1 0.0 0.0
C 3.97906 0.21600 0.46562 0.1 0.0 -0.1
C 2.62278 0.14899 0.70958 0.0 -0.1 0.1
N 1.76902 0.18130 -0.30980 0.2 0.1 0.0
C 1.93864 -0.02962 2.05915 -0.1 0.0 0.1
O 2.63067 -0.13196 3.06170 0.0 0.0 -0.1
O 0.64595 -0.08544 2.01304 0.0 -0.1 0.1
H 3.78167 0.40738 -2.93544 0.0 0.0 0.0
H 5.46790 0.38213 -1.07521 0.0 0.0 0.0
H 4.66995 0.18230 1.29595 0.0 0.0 0.0
O -0.21817 1.90656 0.15345 0.0 0.0 0.0
C -3.64974 -1.82878 1.04583 0.0 0.0 0.0
C -2.50863 -0.90777 1.48362 0.0 0.0 0.2
C -2.94924 -0.02156 2.65175 0.0 0.0 0.0
O -2.10673 -0.13682 0.40477 0.0 -0.1 -0.2
H -3.99109 -2.47527 1.86236 0.0 0.0 0.0
H -3.33088 -2.45031 0.20450 0.0 0.0 0.0
H -4.49209 -1.22114 0.70460 0.0 0.0 0.0
H -1.68558 -1.54586 1.86272 -0.1 0.0 0.0
H -3.78642 0.60632 2.33540 0.0 0.0 0.0
H -2.12238 0.62901 2.93775 0.0 0.0 0.0
H -3.25512 -0.61172 3.52305 0.0 0.0 0.0
O 0.04284 -2.11303 -0.01390 0.2 -0.1 0.0
P -0.02832 -3.59109 0.05190 -0.1 0.0 0.0
C -0.42231 -4.22927 1.68715 0.0 0.0 0.0
C 0.57959 -4.21083 2.65735 0.0 0.0 0.0
C 0.28481 -4.55550 3.96552 0.0 0.0 0.0
C -1.00980 -4.92117 4.30990 0.0 0.0 0.0
C -2.01191 -4.93133 3.35108 0.0 0.0 0.0
C -1.72212 -4.57896 2.04125 0.0 0.0 0.0
C -1.24789 -4.19885 -1.12267 0.0 0.1 0.0
C -1.65487 -5.52886 -1.20662 0.0 0.0 0.0
C -2.57530 -5.90947 -2.16937 0.0 0.0 0.0
C -3.08917 -4.96234 -3.04754 0.0 0.0 0.0
C -2.68906 -3.63756 -2.96158 0.0 0.0 0.0
C -1.76890 -3.24648 -1.99836 0.0 0.0 0.0
C 1.56988 -4.31038 -0.38519 0.0 0.0 0.0
C 1.82063 -5.67638 -0.27267 0.0 0.0 0.0
C 3.05747 -6.18562 -0.63100 0.0 0.0 0.0
C 4.04989 -5.33195 -1.09974 0.0 0.0 0.0
C 3.80474 -3.97228 -1.21009 0.0 0.0 0.0
C 2.56432 -3.45942 -0.85378 0.0 0.0 0.0
H 1.58474 -3.90356 2.39368 0.0 0.0 0.0
H 1.06113 -4.52209 4.71835 0.0 0.0 0.0
H -1.24072 -5.18443 5.33448 0.0 0.0 0.0
H -3.02541 -5.19468 3.62471 0.0 0.0 0.0
H -2.51142 -4.55256 1.30184 0.0 0.0 0.0
H -1.26422 -6.26678 -0.51533 0.0 0.0 0.0
H -2.89680 -6.94140 -2.23168 0.0 0.0 0.0
H -3.81095 -5.26091 -3.79771 0.0 0.0 0.0
H -3.09455 -2.89736 -3.63842 0.0 0.0 0.0
H -1.46929 -2.20648 -1.91181 0.0 0.0 0.0
H 1.05387 -6.34214 0.10671 0.0 0.0 0.0
H 3.25194 -7.24678 -0.54105 0.0 0.0 0.0
H 5.01730 -5.73205 -1.37637 0.0 0.0 0.0
H 4.57426 -3.30238 -1.57123 0.0 0.0 0.0
H 2.36220 -2.39975 -0.93655 0.0 0.0 0.0
```
Positions in Å, forces in eV/Å.